(1)
DFT (ωB97M-V/def2-TZVPD) results for a cluster of 15 separate species, C15H62N16O15 in total.

```
108
Properties=species:S:1:pos:R:3:forces:R:3:lowdin_charge:R:1
C -14.31842 -9.79288 24.73925 -1.8 -1.0 -0.4 -0.70
O -15.20577 -10.50693 24.22223 1.5 0.3 0.8 0.00
N -13.95849 -8.61708 24.33385 0.6 3.7 -2.4 0.17
N -13.61494 -10.02139 25.83471 0.7 -3.8 3.1 0.15
H -13.07900 -8.27788 24.69652 -0.3 0.2 -0.5 0.10
H -14.18508 -8.38979 23.37620 -0.1 0.4 -0.4 0.05
H -13.60765 -10.98748 26.12919 0.0 0.3 0.5 0.11
H -13.04200 -9.37026 26.35228 -0.3 -0.1 -0.4 0.10
C -17.89176 -5.82238 26.71753 2.5 -0.8 0.4 -0.88
O -16.71696 -6.07303 26.67819 3.4 -0.4 -0.9 0.02
N -18.77828 -6.21030 25.90233 -4.0 -2.7 -5.1 0.19
N -18.38635 -5.14954 27.66967 -2.2 4.1 6.4 0.15
H -19.73249 -6.36611 26.19438 0.3 0.3 -0.3 0.12
H -18.48681 -6.59714 25.01604 0.0 -0.3 0.1 0.09
H -19.36727 -5.01264 27.86754 0.2 0.0 -0.5 0.09
H -17.78643 -4.75498 28.37997 0.1 -0.2 -0.2 0.08
C -20.37728 -3.49174 23.97852 4.9 0.9 -1.4 -0.81
O -20.03929 -3.80248 22.86857 -0.1 -0.8 -2.2 0.04
N -19.47560 -3.05285 24.88333 -0.1 -0.1 1.7 0.16
N -21.58577 -3.44980 24.40183 -5.1 -0.3 1.8 0.16
H -18.52924 -2.78688 24.65147 -0.4 -0.3 0.0 0.08
H -19.82176 -3.15657 25.82647 1.1 0.5 0.2 0.07
H -22.32272 -3.49559 23.71269 0.1 -0.1 0.4 0.12
H -21.74513 -3.09600 25.33431 -0.5 0.1 -0.5 0.10
C -13.53439 -5.36560 18.00136 2.4 0.9 0.5 -0.77
O -12.68601 -5.56316 17.15680 0.4 0.3 -0.3 0.05
N -14.72458 -5.83145 18.02455 -6.0 -3.6 -1.6 0.16
N -13.44873 -4.62723 19.12005 2.4 2.1 1.6 0.15
H -15.35313 -5.71159 18.80600 0.3 0.2 -0.4 0.10
H -15.08369 -6.39782 17.26932 0.3 0.0 0.1 0.12
H -12.58706 -4.11931 19.26017 -0.2 -0.2 0.3 0.10
H -14.10184 -4.74508 19.88141 0.4 0.3 -0.2 0.09
C -17.79365 -0.07170 23.56902 0.7 0.5 2.2 -0.85
O -18.52175 -0.87766 23.13399 -3.8 -3.5 -1.7 0.07
N -17.73431 0.36534 24.81577 -0.3 1.6 3.9 0.15
N -16.81681 0.42761 22.89813 4.0 1.9 -3.8 0.16
H -18.26123 0.09676 25.63451 -0.2 -0.5 -0.6 0.07
H -17.08535 1.10427 25.04579 -0.1 -0.2 -0.1 0.08
H -16.06255 0.94344 23.32837 -0.2 0.1 -0.3 0.04
H -16.63766 0.03552 21.98475 -0.1 0.2 0.2 0.12
C -12.51343 -5.48639 27.93703 1.1 0.8 -0.6 -0.90
O -11.63559 -4.91038 27.35681 2.1 1.2 -1.3 0.05
N -12.97069 -6.63113 27.59549 -1.0 -5.2 -2.4 0.17
N -13.07276 -5.03648 28.99417 -1.1 3.0 3.7 0.17
H -12.44789 -6.97671 26.80343 -0.8 -0.4 -0.1 0.10
H -13.92354 -6.87841 27.82139 0.2 -0.3 -0.5 0.11
H -12.67305 -4.11700 29.11614 -1.0 0.3 1.2 0.11
H -13.80225 -5.50681 29.51064 0.3 0.6 0.0 0.11
C -15.78389 -8.83896 21.27004 0.2 -0.5 0.1 -0.85
O -14.80210 -8.33942 21.71427 3.7 2.1 1.4 0.04
N -16.21524 -9.99350 21.64086 0.0 -4.2 1.8 0.19
N -16.56916 -8.31055 20.43057 -3.8 3.3 -5.0 0.20
H -15.54164 -10.36658 22.29444 -0.6 -1.2 0.5 0.09
H -16.93266 -10.52771 21.17177 0.4 0.1 0.4 0.13
H -16.48874 -7.36459 20.08590 0.1 -0.4 0.2 0.12
H -17.26930 -8.91732 20.02840 -0.1 0.8 -0.1 0.12
C -10.11300 -5.97248 20.24008 -0.7 0.0 -0.1 -0.07
C -10.30624 -6.54498 21.61426 1.1 -1.3 -0.7 -0.40
C -11.34233 -7.69003 21.60942 1.1 0.5 0.3 -0.22
O -10.73432 -8.79490 21.00158 -0.4 -1.2 -0.3 -0.20
C -11.58716 -9.94355 20.95671 0.8 0.1 0.2 -0.08
N -8.95479 -7.08159 21.97367 -0.5 0.3 1.1 0.04
H -10.04323 -6.81456 19.55151 0.1 0.2 -0.3 0.09
H -9.20566 -5.37113 20.18340 -0.2 0.1 0.0 0.08
H -11.02492 -5.41570 20.02443 0.3 0.2 -0.5 0.05
H -10.68399 -5.78367 22.29677 0.5 0.0 0.3 0.13
H -12.27052 -7.43661 21.09724 -0.3 0.1 0.3 0.11
H -11.44742 -7.91195 22.67140 -0.8 -0.2 0.3 0.11
H -12.06240 -10.17466 21.91004 -0.4 0.6 0.2 0.08
H -10.94877 -10.81856 20.83456 0.1 0.1 -0.6 0.08
H -12.32043 -9.83887 20.15705 -0.1 -0.2 0.0 0.09
H -8.56588 -7.66718 21.24845 -0.3 0.4 -0.8 0.06
H -9.04594 -7.78897 22.68880 -0.1 0.1 0.7 0.06
C -14.16947 -2.74026 26.30612 0.0 -0.6 1.1 -0.10
C -14.05338 -2.87087 24.80560 -2.3 -1.6 1.1 -0.39
C -15.19716 -3.96210 24.33946 2.9 0.4 0.4 -0.13
O -15.02555 -4.40490 22.99724 -0.6 0.0 -0.7 -0.19
C -13.76996 -5.01792 22.74581 -0.2 1.0 -0.2 -0.11
N -14.29874 -1.58984 24.16410 0.1 -0.5 -0.7 0.04
H -15.00981 -2.16600 26.69620 0.2 0.8 -0.4 0.05
H -13.20807 -2.46365 26.73889 -0.2 0.6 0.1 0.06
H -14.40484 -3.67188 26.82068 0.2 -0.6 -0.4 0.05
H -13.02946 -3.19928 24.62717 -0.1 -0.3 -0.5 0.12
H -16.16028 -3.48488 24.52048 -0.1 -0.1 -0.5 0.12
H -15.11799 -4.86106 24.95077 -0.1 0.1 0.5 0.09
H -13.41788 -5.56922 23.61771 0.3 0.1 0.0 0.09
H -13.09998 -4.22583 22.41144 0.7 0.2 0.7 0.08
H -13.73615 -5.66205 21.86715 -1.0 -0.5 0.2 0.05
H -14.30728 -1.87963 23.19661 0.0 0.7 -0.9 0.06
H -15.27039 -1.36414 24.32240 -0.3 0.3 0.3 0.06
O -16.91230 -7.44361 23.76555 -0.5 0.2 -0.1 -0.03
H -16.64876 -8.15379 23.18038 -0.1 -0.2 0.1 0.00
H -16.13449 -7.26777 24.29500 0.2 0.2 0.4 0.02
O -9.79861 -2.37016 25.72985 0.8 -0.5 0.3 -0.08
H -10.47043 -1.85081 25.28807 -0.4 0.4 -0.4 -0.05
H -9.90049 -2.15552 26.65710 0.0 -0.2 0.2 0.02
O -11.59235 -0.81029 24.43657 0.9 0.3 -0.3 -0.07
H -12.30378 -1.39640 24.17855 -0.6 0.2 -0.1 -0.01
H -11.94938 -0.30715 25.16842 -0.3 0.2 0.3 0.04
O -13.54394 -0.87543 21.03330 -0.3 -0.1 0.1 -0.05
H -13.06091 -1.48379 20.47400 0.1 -0.2 -0.2 0.02
H -12.95760 -0.12569 21.13490 0.2 0.3 0.2 0.03
O -14.42874 1.66347 23.93051 -0.2 0.3 0.0 -0.10
H -13.63850 2.20343 23.91668 0.2 0.3 0.0 0.04
H -14.10949 0.77485 24.08760 0.3 -0.8 0.2 -0.01
O -16.92827 -0.14776 27.58348 -0.9 0.1 -0.3 -0.22
H -16.14889 0.21344 27.16119 0.6 0.2 -0.2 -0.04
H -16.59402 -0.59806 28.35919 0.2 -0.3 0.5 -0.04
```
Positions in Å, forces in eV/Å.

Summary:
**Frontier orbital gap (spin up / spin down)**: 0.0602 / 0.3149 Ha
**Total charge**: -1
**E_tot**: -2613.4633 Eh
**Multiplicity**: 2

***

(2)
DFT (ωB97M-V/def2-TZVPD) results for an isolated molecule of C15H6Cl2N4O2.

```
29
Properties=species:S:1:pos:R:3:forces:R:3:lowdin_charge:R:1
N 2.35120 3.87464 1.29744 -0.5 -2.2 -0.3 0.14
C 2.04623 2.73940 1.27734 0.3 2.7 0.4 -0.24
C 1.68516 1.38730 1.26190 -0.8 -0.8 1.3 -0.16
C 2.29207 0.60650 0.17328 0.2 0.3 0.4 -0.32
C 3.71111 0.94465 0.05942 4.0 -0.1 0.1 -0.14
N 4.87481 1.10515 0.02331 -3.2 -0.3 0.0 0.22
C 2.19618 -0.92034 0.30277 0.5 -1.3 -1.1 -0.34
O 2.68814 -1.61465 -0.57856 -0.8 1.0 1.2 0.11
C 1.49830 -1.46141 1.47255 -0.4 0.5 1.1 -0.63
Cl 1.51481 -3.15825 1.60937 0.0 -0.4 -0.1 0.76
C 0.93867 -0.68161 2.45014 0.7 -0.9 -0.4 -0.58
Cl 0.29467 -1.37450 3.87408 0.0 0.2 -0.4 0.78
C 1.02359 0.81290 2.42750 0.9 2.0 -1.0 -0.44
O 0.63656 1.51448 3.35727 -0.2 -1.0 -0.2 0.04
C -2.01820 0.33488 -1.34496 1.2 0.1 0.2 -0.03
C -0.75270 0.31529 -0.71453 -1.2 -0.3 0.1 0.05
C 0.33257 0.76983 -1.44752 0.6 0.4 0.1 -0.10
C 0.18883 1.26700 -2.73010 -0.3 0.3 -0.4 -0.17
C -1.03905 1.32152 -3.37459 -0.2 -0.1 -0.1 0.01
C -2.13088 0.83256 -2.65723 -0.1 0.0 -0.2 -0.07
N 1.44235 1.71979 -3.12770 0.4 0.0 -0.2 0.18
C 2.32253 1.50345 -2.15021 -0.7 -0.1 0.0 0.02
N 1.70083 0.94850 -1.12766 -0.7 -0.2 -0.6 0.10
H -2.90862 -0.03179 -0.81569 0.6 0.2 -0.3 0.12
H -0.63911 -0.02879 0.31307 -0.1 0.1 -0.4 0.11
H -1.10761 1.72994 -4.39221 -0.2 -0.3 0.6 0.13
H -3.11684 0.83259 -3.11857 0.2 0.1 0.0 0.11
H 1.69284 2.15945 -3.99928 -0.2 0.0 0.0 0.18
H 3.36641 1.76763 -2.18212 0.0 0.0 0.1 0.17
```
Positions in Å, forces in eV/Å.

Summary:
**Frontier orbital gap**: 0.2404 Ha
**Energy relative to the best compared isomer or geometry (same formula, charge and spin)**: 0.0 kcal/mol
**E_tot**: -1865.0332 Eh
**Multiplicity**: 1

***

(3)
DFT (ωB97M-V/def2-TZVPD) results for a structure of composition C15H8Br3N3OPtSSe4.

```
36
Properties=species:S:1:pos:R:3:forces:R:3:lowdin_charge:R:1
Pt 0.10204 -0.02471 -0.01170 -0.3 -1.7 0.5 0.73
Se 2.22150 -1.07849 0.91336 -0.2 0.2 -1.5 0.15
Se 2.39248 -0.32525 3.01940 -0.2 0.7 1.3 0.00
Se 1.00561 1.67506 3.17813 0.6 -0.5 1.0 0.03
Se 0.20812 2.11591 1.12301 0.1 0.3 -0.9 0.12
Br -0.84185 -4.07440 -2.95281 0.0 0.0 0.0 0.80
C -1.39344 -3.75255 -1.18175 -0.1 -0.4 -0.1 -0.59
C -2.25749 -4.66229 -0.54570 0.1 0.1 -0.4 -0.16
C -2.63269 -4.46800 0.74705 0.0 0.0 0.3 -0.63
Br -3.76195 -5.73798 1.57634 0.0 0.0 0.0 0.79
C -2.17484 -3.33820 1.46269 0.0 0.1 0.3 -0.17
C -2.49271 -3.03307 2.81117 0.0 0.0 -0.1 0.00
C -1.98710 -1.91286 3.40361 0.0 -0.1 0.0 -0.01
C -1.18427 -1.03400 2.65340 0.0 0.2 0.2 -0.13
N -0.88777 -1.28512 1.40608 0.1 0.9 -1.1 -0.07
C -1.33432 -2.43378 0.78818 -0.1 0.2 0.4 -0.15
C -0.90011 -2.64077 -0.53905 0.3 0.3 -0.1 -0.44
O -0.05509 -1.79620 -1.07933 -0.1 -0.1 -0.3 -0.34
H -2.62276 -5.51980 -1.09708 0.1 0.1 0.0 0.10
H -3.14358 -3.69925 3.36175 0.0 0.0 0.0 0.09
H -2.20003 -1.68186 4.44010 0.0 0.0 -0.1 0.12
H -0.79068 -0.11632 3.07880 -0.1 -0.1 0.0 0.01
Br 5.15770 2.12400 -1.49534 0.1 0.1 0.0 0.80
C 3.61057 1.21212 -2.03802 0.0 0.1 -0.2 -0.67
C 3.61816 0.39720 -3.15355 0.1 -0.1 -0.1 -0.07
C 2.44666 -0.25379 -3.50204 0.1 0.1 -0.2 -0.01
C 1.32537 -0.09044 -2.71981 -0.4 0.2 -0.1 -0.11
N 1.34236 0.68003 -1.62404 -0.1 -0.5 1.1 -0.11
C 2.46271 1.33446 -1.28839 -0.2 0.2 -0.1 -0.25
H 4.52608 0.26763 -3.73130 -0.1 0.0 0.0 0.12
H 2.40094 -0.89313 -4.37294 0.0 0.0 0.0 0.12
H 0.38863 -0.57403 -2.95836 0.1 -0.1 0.1 0.11
H 2.42455 1.97428 -0.41923 0.0 -0.1 0.1 0.05
S -2.04735 0.69110 -0.87055 0.5 0.3 -0.3 0.54
C -1.49228 1.89409 -1.93873 -0.1 0.1 -0.1 -0.84
N -1.11064 2.71534 -2.66283 -0.1 -0.4 0.3 0.07
```
Positions in Å, forces in eV/Å.

Summary:
**Frontier orbital gap**: 0.2116 Ha
**Energy relative to the best compared isomer or geometry (same formula, charge and spin)**: 12.5 kcal/mol
**E_tot**: -18661.2586 Eh
**Multiplicity**: 1